(1)
49
Properties=species:S:1:pos:R:3 method="wB97M-V/def2-TZVPD" spin_multiplicity=1 de_lowest_kj_mol=0.0 e_lumo_ev=0.48 gap_ev=9.5
O 3.724 1.077 0.683
C 3.149 0.448 -0.180
N 2.621 1.051 -1.273
H 2.068 0.515 -1.919
C 2.389 2.488 -1.277
C 1.103 2.776 -0.542
C -0.122 2.701 -1.193
C -1.306 2.871 -0.498
C -1.261 3.110 0.865
C -0.050 3.173 1.536
C 1.126 3.004 0.829
H 2.074 3.037 1.345
H -0.029 3.353 2.600
Cl -2.730 3.346 1.743
H -2.255 2.814 -1.008
H -0.156 2.515 -2.258
H 3.233 2.954 -0.766
H 2.346 2.831 -2.312
C 3.031 -1.078 -0.110
C 1.904 -1.702 -0.935
H 1.998 -1.477 -2.000
H 1.976 -2.788 -0.833
C 0.530 -1.261 -0.414
N 0.399 -1.620 0.975
C -0.555 -2.401 1.531
O -0.566 -2.649 2.722
C -1.625 -2.963 0.600
C -2.455 -1.894 -0.057
C -2.865 -0.782 0.668
C -3.643 0.196 0.075
C -4.017 0.079 -1.253
C -3.616 -1.026 -1.983
C -2.841 -2.006 -1.388
H -2.538 -2.871 -1.963
H -3.910 -1.129 -3.018
H -4.626 0.842 -1.716
H -3.961 1.050 0.653
H -2.577 -0.690 1.705
H -2.271 -3.582 1.230
H -1.166 -3.614 -0.147
C 1.426 -1.035 1.816
C 2.818 -1.468 1.359
H 3.566 -0.973 1.978
H 2.922 -2.548 1.474
H 1.237 -1.362 2.839
H 1.346 0.058 1.769
H -0.255 -1.725 -1.007
H 0.415 -0.172 -0.500
H 3.995 -1.476 -0.449


(2)
17
Properties=species:S:1:pos:R:3 method="wB97M-V/def2-TZVPD" spin_multiplicity=2 de_lowest_kj_mol=75.2 e_lumo_ev="0.77 / 0.75" gap_ev="4.8 / 9.0"
C -0.084 -0.084 -2.317
N 0.443 0.021 1.375
C -0.210 0.104 0.163
N 0.186 -0.555 -0.932
H 0.008 -0.902 -3.004
H 0.593 0.768 -2.561
H -1.049 0.486 -2.271
H 1.416 -0.241 1.474
H 0.091 0.506 2.219
H -1.110 0.680 0.163
H 0.680 -1.435 -0.781
H -4.831 1.108 -0.040
H -3.589 1.542 -0.909
O -4.003 0.815 -0.438
H 4.300 -0.093 1.408
H 4.008 -1.091 2.518
O 3.578 -0.493 1.902


(3)
85
Properties=species:S:1:pos:R:3 method="wB97M-V/def2-TZVPD" spin_multiplicity=3 de_lowest_kj_mol=0.0 e_lumo_ev="0.12 / -0.30" gap_ev="7.2 / 7.7"
Pd 1.733 -0.834 0.878
O 5.177 2.979 -1.856
C 3.912 2.763 -2.353
C 3.472 3.619 -3.352
C 2.192 3.478 -3.861
C 1.350 2.482 -3.376
C 1.802 1.629 -2.382
C 3.086 1.755 -1.865
C 3.523 0.836 -0.729
O 2.942 -0.394 -0.742
N 3.221 1.593 0.514
N 2.977 0.904 1.632
C 3.014 1.491 2.766
C 2.662 0.842 4.020
Br 2.064 -0.965 3.959
C 2.700 1.433 5.213
C 3.200 2.796 5.500
C 2.449 3.636 6.325
C 2.889 4.916 6.622
C 4.097 5.375 6.114
C 4.866 4.542 5.315
C 4.422 3.261 5.011
H 5.485 2.179 -1.417
H 4.146 4.386 -3.717
H 1.851 4.149 -4.640
H 0.345 2.374 -3.768
H 1.166 0.854 -1.976
H 4.621 0.695 -0.772
H 3.623 2.516 0.614
H 3.278 2.544 2.826
H 2.316 0.877 6.064
H 1.507 3.279 6.725
H 2.287 5.558 7.254
H 4.443 6.374 6.349
H 5.820 4.885 4.933
H 5.042 2.604 4.412
C -6.819 1.590 -0.111
C -5.879 0.899 -1.109
C -5.486 1.920 -2.177
C -6.630 -0.249 -1.800
C -4.663 0.338 -0.364
C -4.863 -0.602 0.652
C -3.813 -1.164 1.375
C -2.542 -0.758 1.046
O -1.329 -1.167 1.556
B -0.343 -0.483 0.825
O -0.971 0.370 -0.096
C -2.324 0.167 0.047
C -3.356 0.733 -0.671
H -7.693 1.992 -0.631
H -6.307 2.415 0.391
H -7.172 0.897 0.656
H -6.386 2.289 -2.674
H -4.842 1.477 -2.942
H -4.968 2.779 -1.743
H -7.507 0.136 -2.328
H -6.970 -0.998 -1.081
H -5.984 -0.749 -2.528
H -5.874 -0.910 0.896
H -3.987 -1.891 2.159
H -3.135 1.452 -1.449
O 1.668 -3.171 0.568
S 0.397 -3.881 0.159
C 0.953 -5.264 -0.849
C 0.028 -6.221 -1.244
C 0.447 -7.283 -2.031
C 1.782 -7.382 -2.405
C 2.697 -6.423 -1.991
C 2.286 -5.355 -1.204
C -0.351 -2.962 -1.183
C -1.734 -2.953 -1.257
C -2.351 -2.240 -2.278
C -1.575 -1.550 -3.197
C -0.185 -1.560 -3.098
C 0.438 -2.267 -2.086
H -1.012 -6.133 -0.943
H -0.265 -8.035 -2.348
H 2.110 -8.213 -3.017
H 3.738 -6.507 -2.279
H 2.977 -4.597 -0.858
H -2.327 -3.468 -0.507
H -3.432 -2.206 -2.334
H -2.052 -0.986 -3.989
H 0.414 -0.995 -3.802
H 1.512 -2.240 -1.967


(4)
59
Properties=species:S:1:pos:R:3 method="wB97M-V/def2-TZVPD" spin_multiplicity=1 e_lumo_ev=2.40 gap_ev=6.7 charge=-1
O -1.472 -1.333 -0.754
H -1.618 -1.220 0.058
F 4.144 -2.091 -4.932
C 3.699 -1.992 -3.608
C 2.460 -1.493 -3.366
C 1.990 -1.482 -2.033
C 2.830 -1.891 -0.967
C 4.205 -2.288 -1.213
C 4.612 -2.348 -2.620
H 1.823 -1.027 -4.196
H 0.768 -1.213 -1.899
H 2.416 -2.057 0.010
H 4.909 -2.761 -0.442
H 5.425 -2.738 -2.888
C -0.210 1.541 -2.449
C 0.081 1.604 -4.004
C 0.578 2.865 -4.319
S 0.203 4.000 -3.073
O -0.553 5.134 -3.554
O 1.421 4.305 -2.280
C -0.818 2.953 -2.130
H 0.628 1.569 -1.898
H -0.933 0.769 -2.206
H -0.657 1.456 -4.463
H 0.842 0.921 -4.098
H 0.197 3.050 -5.409
H 1.622 2.816 -4.301
H -1.737 3.157 -2.520
H -0.996 3.175 -1.154
C -1.667 1.636 2.916
C -1.953 1.809 1.441
C -2.577 3.089 1.214
S -3.530 3.454 2.574
O -4.911 3.486 2.161
O -3.041 4.698 3.148
C -3.081 2.163 3.500
H -0.774 2.266 3.213
H -1.310 0.579 3.057
H -2.616 1.103 1.134
H -1.045 1.690 1.017
H -2.989 3.135 0.227
H -1.991 4.008 1.278
H -3.927 1.366 3.299
H -2.894 2.510 4.597
C 1.332 -3.701 2.303
C -0.101 -3.868 1.657
C -0.940 -2.926 2.428
S -0.363 -2.714 3.980
O -1.280 -3.190 4.931
O 0.158 -1.324 4.112
C 1.049 -3.763 3.759
H 1.461 -2.636 1.948
H 1.958 -4.572 2.048
H -0.518 -4.716 1.783
H -0.092 -3.496 0.632
H -1.989 -3.041 2.233
H -0.863 -1.966 1.830
H 0.733 -4.899 3.867
H 1.906 -3.562 4.420


(5)
78
Properties=species:S:1:pos:R:3 method="wB97M-V/def2-TZVPD" spin_multiplicity=1 e_lumo_ev="-0.09 / -1.67" gap_ev="7.5 / 3.7"
Cs -2.568 1.999 3.418
C 2.967 4.245 2.137
C 2.436 2.901 1.680
C 3.330 2.008 1.084
C 2.890 0.755 0.655
N 1.585 0.437 0.832
N 0.685 1.258 1.376
B -0.742 0.647 1.358
N -1.698 1.085 0.217
N -1.095 1.794 -0.737
C -1.705 2.209 -1.874
C -3.059 1.898 -2.046
C -3.746 1.175 -1.065
C -5.212 0.867 -1.297
C -3.046 0.751 0.096
S -3.764 0.008 1.128
C -0.858 2.962 -2.904
C -1.646 3.357 -4.173
C -0.303 4.243 -2.252
C 0.318 2.055 -3.328
N -0.858 -0.832 1.828
N -0.993 -1.679 0.806
C -1.039 -3.027 0.942
C -0.959 -3.566 2.226
C -0.834 -2.726 3.335
C -0.761 -3.363 4.708
C -0.776 -1.320 3.132
S -0.675 -0.444 4.294
C -1.152 -3.914 -0.299
C 0.086 -4.831 -0.392
C -2.431 -4.771 -0.218
C -1.217 -3.057 -1.585
C 1.074 2.519 1.825
S 0.148 3.440 2.470
C 3.831 -0.240 -0.026
C 4.986 -0.608 0.926
C 3.078 -1.537 -0.408
C 4.398 0.387 -1.318
H 4.053 4.357 1.933
H 2.812 4.359 3.231
H 2.434 5.060 1.603
H 4.367 2.290 0.955
H -3.590 2.205 -2.935
H -5.578 1.275 -2.264
H -5.824 1.312 -0.485
H -5.366 -0.233 -1.313
H -2.493 4.031 -3.920
H -2.042 2.454 -4.688
H -0.989 3.893 -4.891
H -1.135 4.909 -1.937
H 0.341 4.800 -2.968
H 0.311 4.002 -1.357
H -0.062 1.120 -3.794
H 0.945 1.776 -2.453
H 0.971 2.572 -4.063
H -0.993 -4.639 2.364
H -0.818 -4.472 4.658
H -1.604 -3.006 5.335
H 0.200 -3.094 5.196
H 0.166 -5.496 0.493
H 1.015 -4.222 -0.454
H 0.031 -5.475 -1.296
H -2.416 -5.436 0.671
H -2.527 -5.415 -1.119
H -3.329 -4.120 -0.154
H -0.304 -2.431 -1.688
H -2.103 -2.384 -1.565
H -1.295 -3.702 -2.486
H 4.590 -1.064 1.858
H 5.584 0.287 1.201
H 5.673 -1.337 0.443
H 2.658 -2.030 0.496
H 3.762 -2.258 -0.907
H 2.242 -1.317 -1.108
H 4.980 1.307 -1.100
H 3.573 0.654 -2.014
H 5.075 -0.326 -1.836
H -3.990 2.714 5.807


(6)
69
Properties=species:S:1:pos:R:3 method="wB97M-V/def2-TZVPD" spin_multiplicity=1 de_lowest_kj_mol=0.0 e_lumo_ev=3.91 gap_ev=6.1 charge=-2
Sn -0.547 -0.884 0.433
Br 1.559 -3.684 -0.405
C 0.621 -2.758 1.060
Br -2.471 -2.294 -0.618
H 1.419 -2.460 1.739
H 0.028 -3.540 1.531
S -1.725 -1.072 2.883
S -2.288 0.853 3.058
S -0.800 1.958 4.036
S 0.955 1.659 3.080
C -0.457 -3.690 -3.686
C 0.549 -2.554 -3.791
S 0.189 -1.205 -2.611
O 1.209 -0.161 -2.895
C -1.327 -0.533 -3.411
C -0.991 0.198 -4.700
H -0.217 -4.478 -4.404
H -1.475 -3.349 -3.869
H -0.427 -4.119 -2.685
H 0.609 -2.113 -4.787
H 1.542 -2.882 -3.485
H -1.711 0.156 -2.658
H -2.037 -1.345 -3.540
H -0.045 0.726 -4.567
H -1.764 0.926 -4.950
H -0.882 -0.489 -5.542
C -7.043 3.423 -0.390
C -6.045 2.498 0.312
N -5.377 3.136 1.433
C -6.112 3.282 2.683
C -6.739 4.662 2.885
C -4.142 3.721 1.371
O -3.752 4.468 2.254
C -3.261 3.409 0.201
C -2.611 4.446 -0.456
C -1.662 4.146 -1.418
C -1.376 2.812 -1.668
N -1.990 1.811 -1.043
C -2.915 2.106 -0.145
H -7.392 2.955 -1.313
H -6.565 4.371 -0.639
H -7.910 3.624 0.240
H -5.302 2.172 -0.407
H -6.562 1.608 0.679
H -5.406 3.104 3.495
H -6.876 2.503 2.706
H -5.955 5.416 2.865
H -7.236 4.698 3.857
H -7.472 4.891 2.110
H -2.847 5.470 -0.193
H -1.136 4.932 -1.942
H -0.611 2.526 -2.385
H -3.394 1.258 0.329
Br 4.902 4.058 -4.030
C 3.954 3.426 -2.498
C 2.893 4.153 -2.003
N 2.211 3.763 -0.934
C 2.557 2.626 -0.339
C 3.613 1.801 -0.799
C 4.321 2.232 -1.900
C 3.982 0.438 -0.178
O 5.060 -0.050 -0.520
O 3.146 -0.030 0.655
H 2.573 5.078 -2.471
H 2.211 1.158 0.952
H 5.146 1.632 -2.257
S 0.423 4.293 1.652
C 1.086 2.796 1.665
N 1.880 2.179 0.786


(7)
72
Properties=species:S:1:pos:R:3 method="wB97M-V/def2-TZVPD" spin_multiplicity=3 de_lowest_kj_mol=397.9 e_lumo_ev="0.18 / 0.18" gap_ev="5.6 / 5.6"
O 2.479 1.339 -1.206
C 1.990 1.820 -2.247
C 1.471 3.177 -2.381
C 0.975 3.935 -1.301
H 0.591 3.422 -0.409
C 0.947 5.316 -1.415
H 0.617 5.935 -0.556
C 1.358 5.931 -2.611
H 1.370 7.020 -2.704
C 1.765 5.155 -3.724
H 2.067 5.626 -4.664
C 1.804 3.785 -3.597
H 2.117 3.150 -4.427
H 2.036 1.231 -3.233
C 0.359 -0.524 -3.514
C -0.212 0.478 -2.655
H 0.181 -0.220 -4.541
H -0.149 -1.479 -3.392
H 1.420 -0.724 -3.378
C -1.074 1.438 -2.960
C -2.041 1.319 -4.154
H -1.136 2.396 -2.460
H -1.811 2.121 -4.880
H -3.066 1.438 -3.753
H -1.953 0.308 -4.620
Tm -0.942 -0.324 -0.721
Cl -1.639 2.081 -0.111
Cl -2.797 -1.263 -2.042
C -2.975 -1.043 1.261
O -1.828 -1.408 0.843
N -3.668 -1.882 1.976
C -3.154 -3.204 2.340
C -5.084 -1.651 2.188
H -3.399 -0.043 1.031
H -2.109 -3.320 2.014
H -3.784 -3.978 1.889
H -3.226 -3.313 3.426
H -5.339 -0.656 1.805
H -5.283 -1.715 3.258
H -5.645 -2.424 1.658
H 1.866 -5.032 -1.171
H 4.458 -3.995 -0.942
C 1.813 -4.215 -1.903
C 4.073 -3.204 -1.599
N 2.623 -3.080 -1.462
H 0.778 -3.897 -2.016
C 2.045 -1.947 -1.063
O 0.792 -1.750 -1.129
H 4.547 -2.258 -1.342
H 2.715 -1.164 -0.670
H 2.209 -4.590 -2.854
H 4.321 -3.475 -2.635
C 0.645 2.339 2.721
N 0.224 1.136 3.422
C -0.329 1.356 4.739
C 0.319 -0.052 2.755
O 0.445 -0.051 1.490
N 0.329 -1.232 3.458
C 0.105 -1.408 4.873
C 0.852 -2.409 2.779
H 1.243 2.956 3.423
H -0.229 2.933 2.394
H 1.246 2.089 1.846
H -1.303 0.871 4.868
H 0.355 1.047 5.532
H -0.478 2.440 4.838
H 0.259 -2.470 5.090
H 0.811 -0.840 5.482
H -0.926 -1.168 5.156
H 0.116 -3.239 2.854
H 1.063 -2.193 1.741
H 1.780 -2.747 3.291


(8)
19
Properties=species:S:1:pos:R:3 method="wB97M-V/def2-TZVPD" spin_multiplicity=1 de_lowest_kj_mol=340.5 e_lumo_ev=0.63 gap_ev=8.1
C -0.666 -3.411 0.155
C 0.202 -2.426 1.031
C -0.020 -0.865 0.957
C -0.489 -0.153 -0.163
N -0.229 1.228 -0.455
N 0.438 -0.184 2.121
H -1.722 -2.922 0.006
H -0.144 -3.635 -0.842
H -0.766 -4.260 0.885
H 0.018 -3.023 2.053
H 1.272 -2.600 0.915
H -0.882 -0.667 -1.106
H 0.590 1.368 -1.010
H -0.302 2.053 0.241
H 0.601 0.929 2.111
H 0.576 -0.633 3.080
H 0.546 3.806 -2.733
H 0.354 5.290 -2.313
O 0.530 4.764 -3.105


(9)
13
Properties=species:S:1:pos:R:3 method="wB97M-V/def2-TZVPD" spin_multiplicity=2 de_lowest_kj_mol=459.5 e_lumo_ev="-9.20 / -11.55" gap_ev="7.4 / 5.1" charge=+2
H -2.711 -1.497 0.554
O 1.499 -0.262 0.358
C 0.988 0.601 -0.573
C -0.492 0.890 -0.455
O -1.292 -0.232 -0.963
C -1.633 -1.196 -0.215
O -1.496 -1.246 1.014
Li 3.172 -1.124 0.027
K 0.804 -0.621 2.811
H 1.232 0.265 -1.601
H 1.511 1.581 -0.449
H -0.776 1.738 -1.085
H -0.806 1.102 0.574


(10)
10
Properties=species:S:1:pos:R:3 method="wB97M-V/def2-TZVPD" spin_multiplicity=5 de_lowest_kj_mol=232.1 e_lumo_ev="-10.38 / -12.53" gap_ev="6.7 / 2.9" charge=+2
C -1.228 0.090 -0.958
C -0.283 -0.132 -0.025
O 0.868 -0.840 -0.368
C 2.053 -0.579 0.238
O 2.087 0.404 1.010
O -2.422 0.611 -0.726
Li 3.866 -0.256 1.030
H -0.335 0.279 0.984
H -1.207 -0.740 -1.712
Co -3.399 1.162 0.526


Computed values of maximum force (unit: eV Å⁻¹) for the preceding records, in sequence: 0.648; 3.204; 0.361; 13.000; 13.021; 1.264; 3.601; 3.959; 4.329; 5.099.